Entry 1:
DFT (the ωB97M-V functional and the def2-TZVPD basis) results for C21H57F8HfN4O28PS8 as an isolated structure at a distorted geometry.

Computed properties:
total energy = -7532.9153 Ha
total charge = +2
maximum force = 10.5 eV/A
HOMO level = -13.19 eV
E_LUMO = -10.225 eV

Geometry as XYZ:
```
128
C21H57F8HfN4O28PS8 (the ωB97M-V functional and the def2-TZVPD basis)
Hf -1.11603 -1.81838 -2.14478
P -4.89403 -2.70194 2.65283
F -5.21908 -3.55261 3.99898
F -6.47859 -2.52587 2.34199
F -4.90435 -1.29827 3.46626
F -4.54265 -1.89848 1.27938
F -3.27993 -2.83304 2.94169
F -4.84134 -4.09630 1.84683
N -0.35653 -0.63378 -0.42500
S -0.64641 -0.58960 1.15451
O -1.55320 0.44212 1.58370
O 0.29295 -1.28284 1.99638
F -1.74916 -1.80029 1.00619
S 0.98959 0.47102 -0.15109
O 2.23254 -0.06652 0.28719
O 0.51966 1.80874 0.03444
F 1.28671 0.49643 -1.72146
C -3.05583 1.26124 4.18942
N -3.09747 2.02741 5.45689
O -4.18303 2.33776 5.89016
O -2.08206 1.93491 6.13066
H -2.09343 1.49154 3.74357
H -3.82365 1.73416 3.57347
H -3.32232 0.22246 4.35336
C 4.54154 -0.06698 2.74456
N 4.27231 1.40121 2.58317
O 3.18245 1.74269 2.17122
O 5.08206 2.18921 3.02524
H 4.72635 -0.50535 1.76596
H 3.55612 -0.39747 3.06704
H 5.37026 -0.19624 3.42903
C -0.53704 -2.62401 6.96570
N -0.99146 -1.82432 5.81591
O -0.38198 -1.97849 4.76891
O -1.97694 -1.14417 5.94909
H -1.00080 -2.28961 7.88538
H 0.54816 -2.61662 6.96775
H -0.89070 -3.60583 6.64667
O 5.56067 1.17622 -3.99870
S 4.65806 0.88727 -2.92211
O 3.42050 0.19583 -3.08797
O 5.50481 0.14743 -1.76473
C 6.89117 0.50235 -1.60599
C 7.72976 -0.76130 -1.38488
C 4.24945 2.33118 -1.92368
H 7.09735 1.28430 -0.87507
H 7.30571 0.89274 -2.53621
H 8.78996 -0.56633 -1.52217
H 7.48206 -1.45300 -2.19563
H 7.41651 -1.26216 -0.46943
H 3.41303 2.85622 -2.37734
H 5.18001 2.90321 -1.93926
H 4.06906 2.16405 -0.86332
O -1.31413 0.45812 -2.99155
S -1.27635 1.93349 -3.11896
O -1.82041 2.63013 -1.99232
O 0.27525 2.40605 -3.41830
C 0.63955 3.77418 -3.26171
C 0.69148 4.35669 -1.81809
C -2.07139 2.42992 -4.70761
H 0.05344 4.42834 -3.91264
H 1.64947 3.91215 -3.65028
H -0.06309 4.01102 -1.11818
H 0.39997 5.39055 -2.01645
H 1.69168 4.32386 -1.39694
H -1.77632 1.68814 -5.44331
H -1.76967 3.45863 -4.88150
H -3.12559 2.36162 -4.43971
O 1.01824 -4.23685 0.86032
S -0.29253 -4.56952 0.36964
O -0.88923 -3.58392 -0.58489
O -0.31112 -5.97625 -0.37438
C 0.68877 -6.91136 0.10707
C 0.31587 -8.29335 -0.40693
C -1.51204 -4.86241 1.66650
H 0.84862 -6.96700 1.18551
H 1.66108 -6.64019 -0.30335
H -0.68356 -8.61442 -0.11992
H 1.05111 -9.09167 -0.33891
H 0.26926 -8.17802 -1.49694
H -2.02558 -5.80938 1.50093
H -2.34324 -4.17061 1.51119
H -0.95943 -4.79937 2.59921
O 1.21613 -2.44593 -2.11252
S 2.47344 -3.17707 -2.30042
O 2.32042 -4.60168 -2.36485
O 3.22200 -2.57344 -3.57076
C 4.61919 -2.88063 -3.69455
C 5.37987 -2.53776 -4.97694
C 3.56580 -2.68851 -0.99286
H 4.76236 -3.94362 -3.50268
H 5.25027 -2.26041 -3.05118
H 6.44989 -2.71284 -4.88732
H 5.24897 -1.51374 -5.33135
H 5.03671 -3.12692 -5.83174
H 2.90845 -2.79652 -0.12216
H 3.74665 -1.61915 -1.09675
H 4.43037 -3.31504 -0.79981
O 0.98375 6.13797 1.46633
S -0.35859 5.97211 2.00222
O -0.74679 6.43912 3.29717
O -1.43030 6.40096 0.85613
C -1.42928 7.76084 0.43483
C -2.74774 8.09407 -0.30352
C -0.70873 4.19401 2.02428
H -0.64808 7.90282 -0.31605
H -1.23006 8.50235 1.20833
H -3.52304 8.50018 0.34619
H -3.09445 7.27024 -0.92238
H -2.55119 8.96550 -0.93266
H -1.78185 4.15841 2.20696
H -0.19355 3.89006 2.93247
H -0.38745 3.79059 1.07311
O -3.08332 -0.70586 -1.42987
S -4.28140 0.14973 -1.59247
O -4.43995 1.05152 -2.70215
O -5.57067 -0.82250 -1.47630
C -6.82873 -0.26752 -1.90698
C -7.92792 -0.84388 -1.01328
C -4.36902 1.13693 -0.06803
H -7.09613 -0.61042 -2.90659
H -6.86130 0.81635 -1.80881
H -8.93220 -0.56073 -1.31702
H -7.76611 -0.40233 -0.02649
H -7.80053 -1.91953 -0.90621
H -3.69869 1.99193 -0.08241
H -4.09179 0.37682 0.66615
H -5.40632 1.45312 0.02075
```

Entry 2:
DFT (the ωB97M-V functional and the def2-TZVPD basis) results for an isolated ion of composition C4H8NO2 and charge +1.

Computed properties:
total energy = -362.1699 Ha
total charge = +1
structure (SMILES) = [NH3+][C@H](C=O)CC=O
relative energy (zero: lowest compared OMol25 entry of this formula, charge and spin) = 114.4 kJ/mol
maximum force = 0.6 eV/A
HOMO level = -14.43 eV
E_LUMO = -4.016 eV

Geometry as XYZ:
```
15
C4H8NO2 (the ωB97M-V functional and the def2-TZVPD basis)
N -0.03815 -1.87635 -0.64704
C 0.14909 -0.41165 -0.41302
C 0.83638 -0.33748 0.95061
O 1.21300 -1.35807 1.46233
C -1.15909 0.35445 -0.60552
C -0.93085 1.85264 -0.51544
O 0.02769 2.33076 0.01537
H 0.05074 -2.16355 -1.61834
H 0.65420 -2.34870 -0.03538
H -0.95609 -2.18371 -0.30149
H 0.85739 -0.06137 -1.15985
H 0.99614 0.63265 1.42135
H -1.56925 0.15467 -1.60412
H -1.92911 0.01415 0.09863
H -1.69520 2.48719 -0.98114
```

Entry 3:
DFT (the ωB97M-V functional and the def2-TZVPD basis) results for the molecule CHF4PS2 at a distorted geometry.

Computed properties:
total energy = -1575.8449 Ha
structure (SMILES) = FP(#[SH]=S)C(F)(F)F
relative energy (zero: lowest compared OMol25 entry of this formula, charge and spin) = 215.8 kJ/mol
maximum force = 3.6 eV/A
HOMO level (spin up / spin down) = -8.36 / -8.36 eV
E_LUMO (spin up / spin down) = -1.530 / -1.530 eV

Geometry as XYZ:
```
9
CHF4PS2 (the ωB97M-V functional and the def2-TZVPD basis)
F 0.28018 1.88814 -0.40648
P -0.58073 1.03298 0.60294
S 1.39525 -0.00113 1.25198
S 2.49845 -1.52086 1.35652
C -1.14926 -0.30236 -0.52937
F -0.40098 -1.27838 -0.99076
F -2.16693 -0.85860 0.12248
F -1.67108 0.38315 -1.58452
H 1.79511 0.65705 0.17720
```

Entry 4:
DFT (the ωB97M-V functional and the def2-TZVPD basis) results for C35H29BrF2N8O2Y as an isolated structure.

Computed properties:
total energy = -4751.9850 Ha
total charge = -1
relative energy (zero: lowest compared OMol25 entry of this formula, charge and spin) = 11.3 kJ/mol
maximum force = 0.2 eV/A
HOMO level (spin up / spin down) = -3.95 / -2.79 eV
E_LUMO (spin up / spin down) = 2.455 / 2.456 eV

Geometry as XYZ:
```
78
C35H29BrF2N8O2Y (the ωB97M-V functional and the def2-TZVPD basis)
Y -0.00706 -0.26514 -0.04693
N 0.79147 2.34608 -2.45140
C 0.67862 2.96543 -1.25379
N 0.80679 4.29692 -1.26971
C 0.73274 4.86505 -0.05829
N 0.88304 6.23316 -0.03636
N 0.55197 4.26057 1.09582
C 0.42498 2.90938 1.02515
N 0.49232 2.20493 -0.16403
C 0.20181 2.18903 2.22388
C 0.11169 2.83425 3.48726
C -0.14706 2.09799 4.60490
C -0.32119 0.69651 4.49449
C -0.23504 0.13825 3.24201
N 0.01401 0.83135 2.12444
H 0.73813 2.96009 -3.24508
H 0.37306 1.43035 -2.53877
H 0.69972 6.68793 -0.91432
H 0.52339 6.68110 0.78904
H 0.24455 3.90527 3.52959
H -0.22228 2.58613 5.56945
H -0.53238 0.07710 5.35443
H -0.40111 -0.92539 3.10124
F 0.12767 -5.85887 -1.56999
C 0.82240 -4.85835 -0.97203
C 0.20377 -3.65355 -0.70755
C 0.90638 -2.60155 -0.11429
C 2.25329 -2.83363 0.23363
C 2.83723 -4.05940 -0.06860
F 4.15581 -4.30169 0.18592
C 2.14904 -5.09320 -0.67041
C 2.98856 -1.71335 0.87338
C 4.17723 -1.86350 1.59292
C 4.80320 -0.75290 2.12169
C 4.24027 0.49934 1.93234
C 3.04467 0.56727 1.24425
N 2.42504 -0.49954 0.73735
H -0.84112 -3.54033 -0.98575
H 2.63345 -6.03149 -0.89897
H 4.59782 -2.84560 1.73215
H 5.72510 -0.86568 2.67941
H 4.69460 1.40071 2.31892
H 2.55348 1.51977 1.09234
Br 4.17648 -0.72975 -2.16717
C 2.64244 -1.58965 -2.89854
C 2.82019 -2.78347 -3.58003
C 1.70357 -3.35175 -4.16636
C 0.48342 -2.70973 -4.05668
C 0.41615 -1.54403 -3.31476
N 1.48472 -0.98975 -2.72957
C -0.92519 -0.86415 -3.06720
O -1.87764 -1.18562 -3.76078
O -0.91133 -0.00999 -2.11068
H 3.79648 -3.24134 -3.63824
H 1.78897 -4.29010 -4.69933
H -0.42501 -3.09655 -4.49498
C -4.08074 -1.46597 -0.67927
C -3.42992 -0.70310 0.48562
C -4.31478 -0.90689 1.72879
C -2.03814 -1.27033 0.71092
C -3.31521 0.79662 0.18248
C -2.92896 1.67720 1.19673
C -2.72992 3.02706 0.95029
C -2.90592 3.53561 -0.33046
C -3.29212 2.67735 -1.34737
C -3.49886 1.32613 -1.09313
H -4.17919 -2.51717 -0.39927
H -3.47700 -1.41829 -1.58449
H -5.07957 -1.07391 -0.90343
H -4.43901 -1.97696 1.91043
H -5.30371 -0.45975 1.58188
H -3.86918 -0.46902 2.62223
H -2.14479 -2.29819 1.09291
H -2.75063 1.29487 2.19500
H -2.40385 3.67654 1.75412
H -2.72293 4.58420 -0.53437
H -3.41362 3.05251 -2.35690
H -3.75527 0.67653 -1.91812
```

Entry 5:
DFT (the ωB97M-V functional and the def2-TZVPD basis) results for a 10-piece molecular cluster, C7H32BF4N14O9 overall at a distorted geometry.

Computed properties:
total energy = -2154.6642 Ha
total charge = -1
relative energy (zero: lowest compared OMol25 entry of this formula, charge and spin) = 0.0 kJ/mol
maximum force = 2.2 eV/A
HOMO level = -7.51 eV
E_LUMO = 2.113 eV

Geometry as XYZ:
```
67
C7H32BF4N14O9 (the ωB97M-V functional and the def2-TZVPD basis)
B -0.11886 0.36690 -0.13118
F 1.25556 0.08836 -0.30132
F -0.23251 1.76915 0.07436
F -0.71749 0.01941 -1.34973
F -0.70378 -0.24235 0.96280
O -1.79059 -2.60496 -2.08893
H -1.71015 -3.18265 -1.31499
H -1.53393 -1.73515 -1.76511
O 0.65221 1.13172 2.96761
H 0.51655 0.31472 3.45473
H 0.20982 0.97697 2.12152
C -2.81719 2.16066 -3.11161
O -3.76273 2.57619 -3.74976
N -2.92718 1.72393 -1.81305
N -1.57286 1.98536 -3.62291
H -3.90048 1.62409 -1.58421
H -2.16943 1.26000 -1.34659
H -1.44404 1.99254 -4.61826
H -0.82757 1.54608 -3.11200
C 0.20118 -3.93272 0.63177
O -1.02117 -4.02364 0.50987
N 0.88768 -2.85098 0.22976
N 0.96165 -4.90324 1.22160
H 1.87861 -2.79556 0.37485
H 0.38590 -2.01272 0.00069
H 0.46098 -5.76351 1.35360
H 1.92169 -4.80022 1.50170
C 2.37038 -0.32904 -3.68465
O 2.82891 -0.54302 -4.79143
N 1.51132 -1.11517 -2.99554
N 2.92873 0.61239 -2.83623
H 1.29549 -1.94668 -3.52092
H 1.00409 -0.76002 -2.20787
H 3.78047 1.03420 -3.15876
H 2.44213 0.95923 -2.02959
C 3.90007 -1.99768 1.25620
O 3.93827 -3.16240 1.61974
N 3.80939 -0.92772 2.10823
N 3.64795 -1.61940 -0.03039
H 3.77554 0.01217 1.75896
H 3.79625 -1.10507 3.09421
H 3.80854 -0.68366 -0.36325
H 3.56364 -2.28262 -0.78202
C -1.87260 3.38295 2.77682
O -2.03257 3.85519 3.89497
N -1.04110 3.96114 1.85538
N -2.66768 2.38950 2.31012
H -0.72726 3.44140 1.05382
H -0.64294 4.81669 2.19395
H -2.55808 2.03003 1.38058
H -3.40717 2.09372 2.91777
C -4.06744 -3.07795 2.36563
O -5.18446 -3.03713 2.85952
N -3.41185 -1.99058 1.91139
N -3.33144 -4.22664 2.26383
H -2.48148 -1.98967 1.52926
H -3.92002 -1.13597 1.78031
H -3.78683 -5.10493 2.41208
H -2.33925 -4.16803 2.11421
C 2.00189 4.41214 -0.57627
O 2.54837 5.49357 -0.47642
N 1.99618 3.47065 0.41590
N 1.15387 4.09071 -1.61011
H 2.12506 3.86369 1.33244
H 1.51006 2.59580 0.33852
H 1.10489 4.70905 -2.39816
H 0.54881 3.29081 -1.57740
```

Entry 6:
DFT (the ωB97M-V functional and the def2-TZVPD basis) results for C15H11AuN3Se2Te2 as an isolated structure.

Computed properties:
total energy = -6216.8896 Ha
total charge = +1
relative energy (zero: lowest compared OMol25 entry of this formula, charge and spin) = 0.0 kJ/mol
maximum force = 0.5 eV/A
HOMO level (spin up / spin down) = -10.75 / -10.75 eV
E_LUMO (spin up / spin down) = -5.787 / -5.787 eV

Geometry as XYZ:
```
34
C15H11AuN3Se2Te2 (the ωB97M-V functional and the def2-TZVPD basis)
Au -0.88996 0.00024 -0.00379
C -0.15015 0.00016 4.67675
C 1.22727 0.00026 4.81337
C 2.01771 0.00034 3.67693
C 1.40719 0.00036 2.42576
N 0.08296 0.00029 2.30372
C -0.67301 0.00022 3.39642
C 2.21190 0.00030 1.15675
C 3.60188 0.00027 1.19266
C 4.29954 0.00020 0.00143
C 3.60410 0.00008 -1.19104
C 2.21404 0.00012 -1.15794
N 1.54892 0.00024 -0.00119
C 1.41186 -0.00006 -2.42854
C 2.02508 -0.00036 -3.67842
C 1.23708 -0.00077 -4.81655
C -0.14060 -0.00081 -4.68283
C -0.66630 -0.00034 -3.40365
N 0.08737 -0.00003 -2.30934
H -0.80506 0.00007 5.53626
H 1.68635 0.00026 5.79278
H 3.09087 0.00038 3.77959
H -1.74434 0.00012 3.22811
H 4.14107 0.00034 2.12569
H 5.38128 0.00019 0.00250
H 4.14499 -0.00004 -2.12310
H 3.09844 -0.00037 -3.77873
H 1.69827 -0.00114 -5.79496
H -0.79365 -0.00116 -5.54375
H -1.73798 -0.00032 -3.23764
Se -2.44846 -2.04351 -0.00320
Te -4.69303 -1.30982 -0.02275
Te -4.69303 1.31042 0.00887
Se -2.44840 2.04406 -0.00568
```